Entry 1:
This record from the OMol25 dataset describes a 11-piece molecular cluster, C38H63NO26 overall in a non-equilibrium geometry. The level of theory is ωB97M-V with the def2-TZVPD basis set.

The geometry in ORCA input format:
```
! wB97M-V def2-TZVPD RIJCOSX def2/J DEFGRID3
* xyz 0 1
O 1.8945 -10.0507 -4.0350
C 1.4447 -9.9811 -2.9033
O 0.9881 -8.8138 -2.4001
C 1.1325 -7.5594 -2.9377
C 1.8713 -6.6143 -1.8723
C 1.2117 -11.1873 -1.9069
H 0.1820 -7.0960 -3.2020
H 1.7351 -7.5860 -3.8457
H 1.3148 -6.6578 -0.9361
H 1.9911 -5.6145 -2.2897
H 2.8742 -7.0397 -1.8348
H 0.1991 -11.5438 -2.0956
H 1.4953 -10.9741 -0.8762
H 1.8230 -12.0459 -2.1850
O 2.1352 6.3807 1.2440
C 2.9461 6.6764 2.0737
O 4.1968 7.0701 1.7344
C 4.6884 7.0711 0.4075
C 4.3704 8.3981 -0.3374
C 2.7349 6.3067 3.5242
H 4.3718 6.2059 -0.1750
H 5.7410 6.8202 0.5391
H 5.2075 9.0606 -0.1172
H 3.4250 8.7424 0.0818
H 4.1643 8.2265 -1.3938
H 2.5696 7.2241 4.0891
H 3.5490 5.7397 3.9758
H 1.8202 5.7309 3.6651
O 3.7758 -4.7975 -6.4111
C 2.9841 -4.2635 -7.2124
O 2.8352 -2.9088 -7.3598
C 3.7450 -1.8788 -6.8684
C 3.2135 -1.3197 -5.5433
C 2.0201 -5.1035 -8.0436
H 3.7503 -1.0675 -7.5963
H 4.7967 -2.1481 -6.9655
H 2.1284 -1.3765 -5.4569
H 3.5092 -0.3084 -5.2643
H 3.5368 -2.0118 -4.7658
H 1.1186 -4.5852 -8.3703
H 1.5600 -5.8791 -7.4314
H 2.4597 -5.6165 -8.8990
O -3.4539 -3.3820 2.4371
C -3.4428 -3.1140 3.6439
O -2.2924 -3.0696 4.4550
C -1.1015 -3.7657 3.8896
C -0.7814 -4.8921 4.8016
C -4.7142 -2.7002 4.4781
H -0.4071 -2.9269 3.8420
H -1.2526 -4.1250 2.8717
H -0.3670 -4.3839 5.6723
H -0.1186 -5.6393 4.3650
H -1.6699 -5.4612 5.0751
H -4.6765 -1.6463 4.7536
H -4.8720 -3.1309 5.4669
H -5.5678 -3.0350 3.8886
C 1.1045 -0.8059 -0.1878
C 1.2174 0.6797 0.2855
C 0.6549 1.6893 -0.7414
C -0.7779 1.5130 -0.9603
N -1.9147 1.4277 -1.1123
H 0.0685 -1.1321 -0.2787
H 1.5437 -1.5316 0.4968
H 1.7342 -0.9066 -1.0718
H 2.2547 0.9103 0.5282
H 0.6780 0.7192 1.2319
H 1.1442 1.7409 -1.7141
H 0.6799 2.6878 -0.3050
C 0.2918 1.7438 8.5264
C 0.3303 0.9286 7.2657
O 1.4733 0.1508 7.4833
C 2.2734 0.7453 8.4642
O 3.3676 0.3373 8.8910
O 1.5387 1.6642 8.9979
H -0.3088 1.3891 9.3641
H -0.0080 2.7537 8.2468
H 0.5341 1.4594 6.3358
H -0.6331 0.4652 7.0529
C 8.4011 1.3524 2.7669
C 7.1608 1.3883 3.8020
O 6.1271 0.6993 3.1837
C 6.6414 -0.0834 2.2276
O 5.9788 -0.9374 1.6193
O 8.0134 0.1955 1.9868
H 9.2975 1.1175 3.3407
H 8.4248 2.2603 2.1641
H 6.9442 2.4352 4.0146
H 7.4150 0.8526 4.7166
C -2.3185 7.0971 -1.8145
C -2.6867 8.1946 -0.8383
O -2.3789 9.3708 -1.5483
C -1.8167 9.0513 -2.7232
O -1.5219 9.8529 -3.5768
O -1.6881 7.7607 -2.7958
H -3.2653 6.7721 -2.2459
H -1.7685 6.3153 -1.2908
H -2.1065 7.9533 0.0523
H -3.7560 8.0873 -0.6563
C -5.2493 2.9304 5.0675
C -5.5976 3.2555 3.6514
O -4.4252 3.7816 3.2189
C -3.3750 3.2016 3.8547
O -2.2118 3.3388 3.4933
O -3.8582 2.5547 4.9232
H -5.7803 2.1488 5.6108
H -5.3459 3.8049 5.7109
H -6.3659 4.0148 3.5052
H -5.8487 2.4469 2.9650
C -7.7698 0.0555 -1.1380
C -7.2114 -1.3158 -0.8845
O -8.2361 -2.1832 -1.2481
C -9.3699 -1.5019 -1.5698
O -10.4740 -1.9936 -1.7956
O -9.0513 -0.1852 -1.5918
H -7.1503 0.6889 -1.7730
H -7.8764 0.5794 -0.1882
H -6.9548 -1.6013 0.1357
H -6.3630 -1.6536 -1.4796
C -1.8937 -1.4429 -5.9194
C -1.6168 -0.3537 -6.9928
O -1.6006 -1.1311 -8.1724
C -2.1616 -2.3267 -7.9804
O -2.4370 -3.1919 -8.7988
O -2.5067 -2.4816 -6.7664
H -2.3780 -0.9715 -5.0643
H -0.9046 -1.8301 -5.6745
H -0.7281 0.2371 -6.7709
H -2.3953 0.4083 -6.9547
*
```

structure (SMILES) = CCOC(C)=O.CCOC(C)=O.CCOC(C)=O.CCOC(C)=O.O=C1OCCO1.O=C1OCCO1.O=C1OCCO1.O=C1OCCO1.O=C1OCCO1.O=C1OCCO1.CCCC#N
maximum force = 5.535 eV/A
molar mass = 949.903 g mol⁻¹
energy = -3496.61753 hartree

These are the Mulliken partial charges, in e, on atoms 1 to 2: -0.5604, 0.7457

Entry 2:
This record from the OMol25 dataset describes an isolated molecule of C2H4N4 in a non-equilibrium geometry. The level of theory is ωB97M-V with the def2-TZVPD basis set.

The geometry in ORCA input format:
```
! wB97M-V def2-TZVPD RIJCOSX def2/J DEFGRID3
* xyz 0 1
C -1.5714 -0.1276 0.0842
N -0.1268 0.0021 0.1591
N 0.4657 0.7670 1.0800
C 1.7801 0.7559 0.7848
N 1.8141 -0.0504 -0.3364
N 0.6504 -0.5782 -0.6927
H -1.9404 -0.4083 1.0708
H -1.8088 -0.8927 -0.6529
H -2.0013 0.8316 -0.2098
H 2.7360 -0.4771 -0.1155
*
```

maximum force = 2.874 eV/A
molar mass = 84.082 g mol⁻¹
energy = -297.49888 hartree

These are the Mulliken partial charges, in e, on atoms 1 to 2: -0.6266, 0.9188